Record 1
A molecular structure, C11H14NPtS2Se2, computed with ωB97M-V with the def2-TZVPD basis set.

The LUMO energy (spin up / spin down) is -0.1001 / -0.1805 Eh.

```
! wB97M-V def2-TZVPD RIJCOSX def2/J DEFGRID3
* xyz 1 3
Pt -0.6373 0.1432 0.2694
S 1.3351 -1.3206 -0.3298
C 0.0124 -2.4315 -0.2535
N -1.1424 -1.8621 -0.0043
C -2.1951 -2.7766 0.0883
C -3.5291 -2.4919 0.3455
C -4.4195 -3.5485 0.3840
C -3.9932 -4.8620 0.1646
C -2.6657 -5.1466 -0.0947
C -1.7672 -4.0860 -0.1267
S -0.0427 -4.1331 -0.4288
H -3.8550 -1.4715 0.5020
H -5.4653 -3.3557 0.5812
H -4.7125 -5.6687 0.1944
H -2.3396 -6.1631 -0.2685
C -1.1372 0.5783 3.8463
Se 0.1895 -0.1270 2.6214
C 1.3976 1.3973 2.5541
C 0.7680 2.6797 2.0465
Se 0.0152 2.4836 0.2447
C -1.6712 3.3977 0.5677
H -0.6484 0.7105 4.8087
H -1.9178 -0.1738 3.9277
H -1.5668 1.5127 3.4973
H 2.2092 1.0556 1.9114
H 1.8055 1.5429 3.5544
H 1.5142 3.4707 1.9960
H -0.0427 3.0269 2.6843
H -1.4517 4.4346 0.8090
H -2.2076 2.9091 1.3745
H -2.2411 3.3462 -0.3555
*
```

Charge distribution, Mulliken scheme, values in e: atom 1 (Pt): 0.432, atom 2 (S): -0.367, atom 3 (C): 0.532, atom 4 (N): -0.250, atom 5 (C): -0.043, atom 6 (C): -0.576, atom 7 (C): -0.577, atom 8 (C): -0.520, atom 9 (C): -0.482, atom 10 (C): 0.835, atom 11 (S): -0.174, atom 12 (H): 0.380, atom 13 (H): 0.386, atom 14 (H): 0.391, atom 15 (H): 0.399, atom 16 (C): -0.919, atom 17 (Se): 0.106, atom 18 (C): -0.793, atom 19 (C): -0.639, atom 20 (Se): 0.190, atom 21 (C): -0.903, atom 22 (H): 0.364, atom 23 (H): 0.344, atom 24 (H): 0.268, atom 25 (H): 0.371, atom 26 (H): 0.441, atom 27 (H): 0.462, atom 28 (H): 0.348, atom 29 (H): 0.343, atom 30 (H): 0.299, atom 31 (H): 0.352

---

Record 2
A single C4H8N2O molecule at a distorted geometry, computed with ωB97M-V with the def2-TZVPD basis set.

As for the structure (SMILES): C[C@](O)(C#N)CN. The LUMO energy is 0.0248 Eh.

```
! wB97M-V def2-TZVPD RIJCOSX def2/J DEFGRID3
* xyz 0 1
C 0.5118 1.4301 -0.4193
C 0.5282 0.0176 0.1640
O 0.3621 0.1361 1.5706
C -0.5982 -0.8737 -0.4405
N -1.8791 -0.6413 0.2134
C 1.8397 -0.6275 -0.0945
N 2.8403 -1.1804 -0.2722
H 0.9402 2.1415 0.2908
H -0.5175 1.7337 -0.6314
H 1.0923 1.4539 -1.3458
H 0.4298 -0.7535 1.9504
H -0.3087 -1.9313 -0.3403
H -0.6577 -0.6641 -1.5169
H -2.5243 -0.1069 -0.3552
H -1.7305 -0.1255 1.0782
*
```

Charge distribution, Mulliken scheme, values in e: atom 1 (C): -1.509, atom 2 (C): 1.428, atom 3 (O): -0.610, atom 4 (C): -0.900, atom 5 (N): -0.575, atom 6 (C): -0.113, atom 7 (N): -0.459, atom 8 (H): 0.366, atom 9 (H): 0.343, atom 10 (H): 0.364, atom 11 (H): 0.371, atom 12 (H): 0.369, atom 13 (H): 0.336, atom 14 (H): 0.273, atom 15 (H): 0.317

---

Record 3
10 unconnected molecules or ions with the total composition C36H100N8O10 at a distorted geometry, computed with ωB97M-V with the def2-TZVPD basis set.

As for the structure (SMILES): COC[C@H](C)N.COC[C@H](C)N.COC[C@H](C)N.COC[C@H](C)N.COC[C@H](C)N.COC[C@H](C)N.COC[C@H](C)N.COC[C@H](C)N.CCO.CCO. The LUMO energy is 0.0147 Eh.

```
! wB97M-V def2-TZVPD RIJCOSX def2/J DEFGRID3
* xyz 0 1
C 0.6939 -0.9482 2.8863
C 1.8630 -1.7400 2.2243
C 1.8792 -3.2545 2.5449
O 2.1739 -3.4863 3.9144
C 1.8328 -4.7979 4.4093
N 1.7459 -1.5338 0.7853
H 0.8975 -0.8231 3.9498
H -0.2403 -1.4682 2.6744
H 0.4701 0.0683 2.5627
H 2.7433 -1.3031 2.6957
H 2.6812 -3.6791 1.9411
H 0.9740 -3.8137 2.3081
H 2.3173 -4.9956 5.3655
H 2.1535 -5.5960 3.7397
H 0.7694 -4.9256 4.6117
H 2.5242 -1.9715 0.3133
H 1.9215 -0.5459 0.6699
C 3.2790 2.9370 2.7054
C 2.3800 3.9330 2.0077
C 2.3858 5.2582 2.7595
O 1.5256 6.1298 2.0547
C 1.4628 7.4355 2.5518
N 2.7132 4.0988 0.5862
H 3.1591 2.9781 3.7880
H 4.3491 3.1136 2.5971
H 3.2194 1.9018 2.3691
H 1.3507 3.5840 2.0902
H 3.4102 5.6302 2.7482
H 2.0833 5.1547 3.8015
H 0.7121 7.9377 1.9416
H 2.4659 7.8611 2.5253
H 1.1289 7.4508 3.5893
H 2.3014 3.3214 0.0899
H 2.2228 4.9453 0.3352
C -5.9877 -3.1945 4.3026
C -6.1359 -2.0204 3.3681
C -4.7724 -1.5361 2.7927
O -3.9499 -1.0204 3.8628
C -3.0483 -0.0259 3.4625
N -7.0622 -2.3044 2.2965
H -5.2628 -3.9116 3.9174
H -6.9019 -3.7703 4.4472
H -5.4438 -2.9899 5.2247
H -6.6328 -1.2067 3.8965
H -5.0721 -0.7830 2.0639
H -4.3437 -2.2624 2.1021
H -2.2370 -0.0178 4.1904
H -3.4258 0.9944 3.3950
H -2.6281 -0.1910 2.4704
H -7.9589 -2.4022 2.7509
H -7.1536 -1.5201 1.6668
C -7.0169 -1.4462 -1.6266
C -6.0141 -0.7388 -0.7252
C -5.1503 0.1959 -1.5759
O -4.4757 1.0939 -0.7420
C -3.7841 2.1447 -1.4881
N -6.8395 -0.1053 0.3073
H -6.5012 -1.9880 -2.4195
H -7.7616 -0.7647 -2.0377
H -7.5812 -2.1621 -1.0289
H -5.3487 -1.4647 -0.2579
H -5.7463 0.7458 -2.3043
H -4.3753 -0.3538 -2.1100
H -3.0115 1.9100 -2.2202
H -3.2842 2.8905 -0.8701
H -4.5482 2.7718 -1.9475
H -6.1358 0.4443 0.7794
H -7.4655 0.5807 -0.0899
C 6.4438 3.6774 -3.4285
C 5.2883 4.7005 -3.6026
C 3.9258 4.2379 -3.0426
O 3.7101 2.8723 -3.4392
C 2.3904 2.4604 -3.2559
N 5.6367 5.9662 -2.9909
H 6.6149 3.4726 -2.3717
H 7.4276 4.0088 -3.7609
H 6.2658 2.7626 -3.9938
H 5.1489 4.9313 -4.6587
H 3.1970 4.8378 -3.5876
H 3.8176 4.3095 -1.9603
H 2.0295 2.6346 -2.2422
H 2.2489 1.3898 -3.4037
H 1.7145 3.0287 -3.8949
H 5.8382 5.8842 -2.0046
H 6.5562 6.1298 -3.3754
C -2.6148 -2.6545 -1.0399
C -1.7486 -3.2373 0.0628
C -2.1474 -4.7205 0.4184
O -1.3337 -5.2135 1.4345
C -1.7568 -4.7536 2.7180
N -0.3322 -3.3304 -0.4384
H -2.3085 -1.6248 -1.2244
H -3.6707 -2.6673 -0.7698
H -2.5107 -3.1480 -2.0061
H -1.7741 -2.7330 1.0288
H -1.9503 -5.3282 -0.4649
H -3.2178 -4.7921 0.6111
H -1.2860 -5.3545 3.4960
H -2.8317 -4.8689 2.8571
H -1.5201 -3.7067 2.9078
H -0.0055 -2.3958 -0.2390
H 0.2176 -3.8861 0.2012
C -1.0830 -4.3478 -5.7955
C -0.4589 -4.1379 -4.4215
C -0.1298 -2.6508 -4.1003
O 0.9845 -2.3081 -4.8828
C 1.6269 -1.0519 -4.5498
N -1.2641 -4.6936 -3.3336
H -2.0696 -3.8912 -5.8747
H -1.2207 -5.4233 -5.9068
H -0.4821 -3.9681 -6.6218
H 0.4647 -4.7136 -4.4823
H 0.0841 -2.5795 -3.0339
H -0.9712 -2.0020 -4.3435
H 2.4089 -0.8890 -5.2914
H 2.1951 -1.1520 -3.6250
H 0.9897 -0.1757 -4.6698
H -1.2888 -5.6724 -3.5812
H -0.7679 -4.5937 -2.4596
C 4.9551 -0.3673 -2.4956
C 4.5783 0.1874 -1.1110
C 5.2727 -0.6336 -0.0396
O 4.5779 -1.8783 0.0961
C 5.1832 -2.9097 0.7529
N 4.9128 1.5886 -1.0840
H 4.3155 -0.0213 -3.3076
H 4.9712 -1.4566 -2.4614
H 5.9302 0.0179 -2.7939
H 3.5055 0.2231 -0.9213
H 5.1521 -0.1786 0.9435
H 6.3375 -0.7863 -0.2157
H 4.4981 -3.7530 0.8402
H 5.5621 -2.5053 1.6915
H 6.0880 -3.2044 0.2215
H 4.4875 1.9677 -0.2500
H 4.7072 2.1311 -1.9107
C -1.3863 5.0171 1.1643
C -1.5573 4.5076 2.5863
O -1.5193 3.1451 2.6255
H -0.4006 4.8429 0.7328
H -1.6042 6.0744 1.0138
H -2.0067 4.4386 0.4798
H -2.5037 4.8374 3.0148
H -0.6983 4.8877 3.1392
H -1.1059 2.8473 3.4391
C -0.0695 0.4463 -1.4896
C -0.6416 0.8248 -0.1297
O -0.0257 2.0763 0.1434
H -0.3357 1.2222 -2.2075
H -0.4749 -0.4949 -1.8609
H 1.0069 0.3079 -1.3885
H -0.5455 0.0123 0.5905
H -1.7090 0.9972 -0.2677
H -0.4306 2.5015 0.9029
*
```

Results of the Mulliken charge analysis, in e, for atoms 1 through 99: atom 1 (C): -0.896, atom 2 (C): 0.882, atom 3 (C): -0.063, atom 4 (O): -0.438, atom 5 (C): -0.738, atom 6 (N): 0.349, atom 7 (H): 0.606, atom 8 (H): -0.370, atom 9 (H): 0.097, atom 10 (H): 0.235, atom 11 (H): -0.066, atom 12 (H): 0.003, atom 13 (H): 0.309, atom 14 (H): 0.346, atom 15 (H): 0.229, atom 16 (H): 0.347, atom 17 (H): -0.688, atom 18 (C): -1.552, atom 19 (C): 2.173, atom 20 (C): -1.428, atom 21 (O): -0.184, atom 22 (C): -0.888, atom 23 (N): -0.554, atom 24 (H): 0.496, atom 25 (H): 0.404, atom 26 (H): 0.042, atom 27 (H): -0.735, atom 28 (H): 0.575, atom 29 (H): 0.409, atom 30 (H): 0.259, atom 31 (H): 0.310, atom 32 (H): 0.323, atom 33 (H): -0.072, atom 34 (H): 0.411, atom 35 (C): -1.279, atom 36 (C): 0.428, atom 37 (C): 0.269, atom 38 (O): -0.469, atom 39 (C): -0.337, atom 40 (N): -0.738, atom 41 (H): 0.155, atom 42 (H): 0.364, atom 43 (H): 0.334, atom 44 (H): 0.280, atom 45 (H): -0.078, atom 46 (H): -0.037, atom 47 (H): 0.384, atom 48 (H): 0.335, atom 49 (H): -0.084, atom 50 (H): 0.280, atom 51 (H): 0.263, atom 52 (C): -1.775, atom 53 (C): 1.763, atom 54 (C): -0.694, atom 55 (O): -0.234, atom 56 (C): -0.625, atom 57 (N): -0.753, atom 58 (H): 0.375, atom 59 (H): 0.402, atom 60 (H): 0.430, atom 61 (H): -0.724, atom 62 (H): 0.477, atom 63 (H): 0.248, atom 64 (H): 0.416, atom 65 (H): -0.158, atom 66 (H): 0.422, atom 67 (H): 0.116, atom 68 (H): 0.315, atom 69 (C): -1.375, atom 70 (C): 0.440, atom 71 (C): -0.368, atom 72 (O): -0.339, atom 73 (C): -0.161, atom 74 (N): -0.773, atom 75 (H): 0.336, atom 76 (H): 0.485, atom 77 (H): 0.242, atom 78 (H): 0.246, atom 79 (H): 0.577, atom 80 (H): -0.078, atom 81 (H): 0.111, atom 82 (H): -0.361, atom 83 (H): 0.511, atom 84 (H): 0.267, atom 85 (H): 0.298, atom 86 (C): -0.444, atom 87 (C): 2.089, atom 88 (C): -1.049, atom 89 (O): -0.388, atom 90 (C): -0.409, atom 91 (N): -0.525, atom 92 (H): -0.300, atom 93 (H): 0.303, atom 94 (H): 0.111, atom 95 (H): -0.946, atom 96 (H): 0.285, atom 97 (H): 0.412, atom 98 (H): 0.229, atom 99 (H): 0.305

---

ΔE to the lowest compared entry with this formula, charge and spin values (in eV) by entry order: 0.000; 1.586; 2.458.